Below is a cluster of 9 separate species, C36H48N9O15 in total, with properties calculated with ωB97M-V/def2-TZVPD.

Properties
E_LUMO (Eh): 0.0165
Orbital gap (eV): 6.97
Total charge: -1
HOMO (eV): -6.525
Energy above the lowest of the compared OMol25 structures with the same formula, charge and spin (kcal/mol): 15.6

Atoms and positions in Å:
N -68.91977 -11.38100 -10.08995
O -69.04002 -10.35801 -9.32517
O -68.80480 -11.15388 -11.34759
O -68.36993 -12.40937 -9.72385
C -71.38890 -7.99524 -8.32115
C -71.14736 -7.58320 -9.83873
C -71.78512 -6.23810 -10.35891
C -72.68589 -5.34557 -9.38558
C -72.66741 -5.74496 -8.01280
C -72.00849 -7.05374 -7.44399
N -73.34837 -4.21561 -9.96407
O -73.56689 -4.02838 -11.20792
O -73.58594 -3.37906 -9.11784
H -70.74380 -8.92421 -7.88665
H -70.51568 -8.26183 -10.56785
H -71.68270 -6.20567 -11.42849
H -73.23057 -5.19460 -7.25475
H -72.25189 -7.25189 -6.47464
C -65.94565 -9.39782 -7.84758
C -66.82053 -9.14268 -6.57737
C -66.30113 -8.23749 -5.49667
C -65.04388 -7.36578 -5.82576
C -64.12384 -7.83715 -7.07604
C -64.69805 -8.86342 -8.07053
N -64.67723 -6.23897 -4.98243
O -65.53629 -5.82899 -4.09567
O -63.71252 -5.59753 -5.34928
H -66.25084 -10.18477 -8.68946
H -67.76637 -9.82815 -6.42549
H -66.63197 -8.26002 -4.48155
H -63.15009 -7.31180 -7.27761
H -64.20657 -9.01943 -8.94670
C -69.81967 -15.66455 -13.63900
C -69.03506 -16.95215 -13.92020
C -67.76756 -17.25643 -13.19730
C -67.27243 -16.32677 -12.03391
C -68.11982 -15.02436 -11.81616
C -69.37284 -14.81532 -12.61372
N -66.04169 -16.60494 -11.20266
O -65.76728 -17.80080 -11.25178
O -65.61919 -15.72499 -10.44505
H -70.70855 -15.53335 -14.06938
H -69.39290 -17.54430 -14.73826
H -66.97717 -17.88493 -13.58353
H -67.74519 -14.29853 -11.10900
H -69.93542 -13.89776 -12.32532
C -72.63489 -12.65526 -13.53906
C -72.17774 -11.59924 -12.50889
C -72.17274 -10.21812 -12.98834
C -72.89693 -9.76452 -14.29763
C -73.15994 -10.85344 -15.25804
C -73.12209 -12.29864 -14.81555
N -73.01048 -8.27607 -14.69442
O -72.52633 -7.44588 -13.85627
O -73.55544 -8.11616 -15.69114
H -72.76473 -13.61860 -13.18950
H -71.66197 -11.87245 -11.55807
H -71.65682 -9.45247 -12.38953
H -73.80037 -10.77971 -16.32871
H -73.16945 -12.96817 -15.55099
C -68.37212 -5.34072 -12.66725
O -69.58751 -5.34465 -12.78505
N -67.80182 -6.57267 -12.33310
C -66.41602 -6.73070 -11.89981
C -68.53265 -7.81280 -12.22942
H -67.86148 -4.29929 -12.69307
H -65.84678 -5.78724 -12.19346
H -66.00398 -7.45917 -12.57345
H -66.42299 -7.02302 -10.82609
H -69.64541 -7.83379 -12.69409
H -68.47557 -8.11438 -11.22601
H -68.03379 -8.65996 -12.80410
C -64.61615 -12.63706 -14.70117
O -63.73837 -13.36547 -15.10383
N -65.94114 -12.96620 -14.84451
C -67.01712 -12.12125 -14.30874
C -66.28076 -14.31568 -15.34883
H -64.47846 -11.65912 -14.19359
H -66.83126 -11.07974 -13.93662
H -67.73200 -12.53516 -13.57887
H -67.81686 -11.98091 -15.07128
H -65.48804 -15.19014 -14.94706
H -66.12344 -14.37749 -16.34313
H -67.33146 -14.67859 -15.26425
C -74.24480 -12.66973 -9.18267
O -73.51866 -13.60377 -9.59688
N -73.58701 -11.57181 -8.68754
C -74.41344 -10.51344 -8.06783
C -72.08443 -11.30456 -8.70008
H -75.37103 -12.63588 -8.98071
H -75.47791 -10.74043 -7.89527
H -74.20388 -9.50571 -8.65959
H -74.31867 -10.27429 -7.08956
H -71.51885 -10.98133 -7.86939
H -71.89267 -10.53091 -9.54556
H -71.47325 -12.04435 -8.96673
C -69.01528 -15.87566 -8.17908
O -67.98739 -16.59487 -7.89626
N -70.21954 -16.43081 -8.03843
C -71.47795 -15.76444 -8.34324
C -70.44457 -17.82391 -7.55478
H -69.09390 -14.88851 -8.72522
H -72.35096 -16.22451 -8.38406
H -71.41436 -15.38479 -9.42159
H -71.52497 -14.93512 -7.69297
H -71.52703 -18.29724 -7.98226
H -70.48097 -17.94105 -6.65222
H -69.65239 -18.48604 -8.10408